(1)
{"formula": "C2H9N5", "method": "ωB97M-V/def2-TZVPD", "homo_ev": [-19.474, -19.371], "charge": 2, "multiplicity": 1, "lumo_energy_ev": [-11.52, -11.37], "elements": ["C", "C", "N", "N", "N", "N", "N", "H", "H", "H", "H", "H", "H", "H", "H", "H"], "xyz": [[0.243792, 1.141049, -0.426470], [-1.469776, -1.788090, -0.308100], [0.433504, 2.183265, 0.189748], [0.077879, -0.303823, 0.550200], [0.167299, 0.860231, -1.642456], [0.212806, 2.692962, 1.350666], [-0.178261, -1.469967, 0.047883], [-1.660643, -2.906981, -0.170351], [-2.239231, -1.192536, 0.256984], [-1.670593, -1.414324, -1.304728], [0.914565, -0.235602, 1.133447], [-0.210117, 1.412599, -2.392607], [0.123950, -0.151123, -1.738175], [0.839714, 3.459473, 1.673516], [-0.719469, 2.911938, 1.630065], [0.431303, -2.307529, 0.041153]], "atomic_forces_ev_per_a": [[-0.8, -1.1, 2.3], [-4.0, -0.7, -0.2], [1.1, 1.9, 1.7], [0.7, 1.0, 0.4], [-0.7, -2.6, -2.5], [0.8, 1.1, -0.2], [1.8, 0.2, 1.1], [0.3, 1.6, -0.5], [0.9, -0.7, 0.1], [-0.2, -0.6, -0.8], [0.2, -0.6, -0.1], [0.1, 0.6, -0.3], [0.2, 0.2, -1.2], [0.2, -0.9, -0.5], [-1.4, -0.5, 0.3], [0.7, 1.0, 0.5]]}

(2)
{"formula": "C10H14N2OS", "method": "ωB97M-V/def2-TZVPD", "homo_ev": -8.029, "multiplicity": 1, "lumo_energy_ev": 0.30, "elements": ["C", "C", "C", "C", "C", "C", "C", "C", "C", "C", "H", "H", "H", "H", "H", "H", "H", "H", "H", "H", "H", "H", "H", "H", "N", "N", "O", "S"], "xyz": [[0.990651, -1.612193, 2.713530], [1.415265, -2.175551, 1.271013], [1.635044, -1.426514, -1.182386], [0.885918, 0.892932, -1.579505], [-0.444658, 1.220918, -0.954213], [-0.450880, 2.062226, 0.172114], [-1.806672, 2.172558, 0.723935], [-2.919754, 1.644161, 0.092762], [-2.827726, 0.926425, -1.184217], [-1.480881, 0.628790, -1.621366], [-0.804772, -0.519451, 1.695068], [1.963365, -1.438033, 3.201341], [0.380647, -2.429118, 3.267087], [2.279595, -2.774549, 1.291530], [0.679406, -2.855801, 0.954473], [0.946761, -0.171631, 0.463045], [1.991601, -0.501308, -2.908276], [1.802223, 1.390557, -1.176435], [1.002479, 1.299623, -2.550985], [0.372405, 2.869450, 0.521874], [-1.940082, 2.911202, 1.530937], [-3.842371, 1.931318, 0.753971], [-3.799887, 0.616398, -1.725308], [-1.188844, -0.025633, -2.318841], [1.310933, -1.127711, 0.117333], [1.306969, -0.405652, -2.106564], [0.215911, -0.347539, 2.414685], [2.327354, -2.755874, -1.876604]], "atomic_forces_ev_per_a": [[-1.1, -0.3, -3.0], [-2.1, 1.9, -0.7], [-0.8, 1.8, 0.1], [3.4, 1.1, -2.0], [3.2, 0.0, 0.6], [-2.5, 1.5, 0.4], [2.8, 1.2, -0.8], [-1.1, -0.1, -0.1], [0.1, 0.0, 1.3], [-4.5, 2.7, 3.8], [4.9, 0.2, 3.5], [-0.9, 0.9, 0.4], [1.0, 1.6, -0.9], [1.7, 0.0, -0.2], [-1.2, -1.2, -0.1], [0.9, -2.2, -1.0], [-1.5, 0.7, 1.2], [-0.9, -0.3, 1.0], [-1.0, 1.9, -1.1], [-1.7, -2.7, -0.9], [-0.1, -0.8, -0.1], [1.1, -1.0, -2.2], [2.0, 0.3, 1.0], [0.3, -2.3, -3.0], [0.7, -0.2, 1.6], [0.3, -2.2, 1.9], [-3.2, -1.9, -1.6], [0.3, -0.8, 0.8]]}

In eV/Å, the max |F| values for the records above are, in order, 4.1, 6.5.
In kJ/mol, the energy above the lowest of the compared OMol25 structures with the same formula, charge and spin values for the records above are, in order, 582.2, 494.5.